Record 1
Entry from OMol25: 2 unconnected molecules or ions with the total composition C2H8N3O at a distorted geometry (the ωB97M-V functional and the def2-TZVPD basis).

Last column: Mulliken charge in e.
Atoms and positions in Å:
1 C -0.44619 0.80134 -0.50314  0.421
2 C 0.10793 -1.81083 0.87958  -0.648
3 N -0.72764 0.99808 -1.73288  -0.378
4 N 0.86053 -1.09860 -0.04770  -0.086
5 N -0.76350 1.60400 0.48186  -0.316
6 O 1.85973 -0.36792 0.61813  -0.305
7 H -0.55153 -2.41866 0.27765  0.328
8 H 0.76110 -2.55580 1.34680  0.322
9 H -0.30527 -1.26663 1.70057  0.312
10 H -0.45423 0.32560 -2.36532  0.268
11 H -1.17678 1.77597 -2.32422  0.248
12 H -1.37253 2.41837 0.28859  0.226
13 H -0.30646 1.51396 1.35507  0.247
14 H 2.51484 0.08113 0.02500  0.362

Results
Net charge: +1
E_HOMO (spin up / spin down), eV: -13.74 / -14.20
Multiplicity: 1


Record 2
Entry from OMol25: a gas-phase ion, C2H8N3O (charge +1) at a distorted geometry (the ωB97M-V functional and the def2-TZVPD basis).

Last column: Mulliken charge in e.
Atoms and positions in Å:
1 C 1.48754 1.12165 0.90462  -0.564
2 C 0.59999 0.08038 0.12254  0.434
3 N -0.01968 0.45241 -1.16213  -0.338
4 N -0.41079 -0.63244 0.84224  -0.223
5 N -1.37928 -1.18637 0.03267  -0.494
6 O 2.02257 -0.01025 0.16757  -0.379
7 H 1.69214 2.09419 0.52874  0.275
8 H 1.49371 0.97475 1.98077  0.240
9 H -0.51606 1.43456 -1.35289  0.394
10 H 0.68445 0.26206 -1.99915  0.425
11 H 0.13461 -1.25515 1.38476  0.239
12 H -0.74340 -0.35406 -1.18689  0.479
13 H -2.28142 -1.18540 0.53757  0.276
14 H -1.22756 -2.14731 -0.13072  0.236

Results
SMILES string: NN[C@@]1([NH3+])CO1
Net charge: +1
E_HOMO, eV: -14.21
Multiplicity: 1


Record 3
Entry from OMol25: 2 unconnected molecules or ions with the total composition C2H8N3O2 at a distorted geometry (the ωB97M-V functional and the def2-TZVPD basis).

Last column: Mulliken charge in e.
Atoms and positions in Å:
1 N 0.42593 -1.83325 -0.86578  -0.526
2 C 1.28581 -1.41196 0.24710  -0.513
3 N 0.74323 -1.04045 1.54063  -0.644
4 H -0.03677 -2.70550 -0.71543  0.159
5 H -0.20139 -1.14535 -1.26029  0.266
6 H 1.96690 -2.29915 0.39552  0.327
7 H 1.87700 -0.54217 -0.08094  0.342
8 H 0.25982 -0.13842 1.37759  0.406
9 H 0.15482 -1.77574 1.93611  0.166
10 N -1.56518 2.66093 -0.76012  -0.550
11 C -0.76767 1.60214 -0.27889  0.707
12 O -1.07275 1.13701 0.86040  -0.810
13 O 0.13797 1.17351 -1.03619  -0.742
14 H -2.14564 3.03914 -0.03012  0.209
15 H -1.06209 3.27927 -1.32958  0.203

Results
Net charge: -1
E_HOMO, eV: -4.27
Multiplicity: 1